a | The following is a DFT calculation (ωB97M-V/def2-TZVPD) of a 2-piece molecular cluster, C4H4O2 overall.

Structure (ORCA input):
```
! RIJCOSX wB97M-V def2-TZVPD def2/J DEFGRID3
* xyz 0 1
C 2.4263 0.8476 -0.4432
C 1.4486 0.7203 0.4676
C 0.5553 0.5972 1.2967
C -2.3867 -1.1463 -0.4214
O -1.7196 -0.3231 0.1977
O -2.2139 -2.1764 -1.0270
H 3.0557 0.0164 -0.7127
H -0.2318 0.4970 1.9824
H -3.5082 -0.8288 -0.4089
H 2.5741 1.7960 -0.9312
*
```

Calculated values
**Kohn-Sham gap (alpha / beta)**: 9.60 / 4.67 eV

Need the Mulliken charges? In units of e they are: C -1.05; C 0.05; C 0.15; C 0.33; O -0.30; O -0.42; H 0.28; H 0.43; H 0.24; H 0.27



b | The following is a DFT calculation (ωB97M-V/def2-TZVPD) of a single C4H4O2 molecule.

Structure (ORCA input):
```
! RIJCOSX wB97M-V def2-TZVPD def2/J DEFGRID3
* xyz 0 1
O -1.7103 2.1032 0.2858
C -0.8624 1.2473 0.3878
C -1.0278 -0.1631 -0.0598
C 0.0583 -0.9372 -0.1703
C 1.4773 -0.4621 -0.1415
O 2.3081 -1.1157 -0.7309
H 0.1154 1.4506 0.8632
H -2.0339 -0.5287 -0.2648
H 0.0321 -1.9863 -0.4559
H 1.7678 0.4800 0.3702
*
```

Calculated values
**Structure (SMILES)**: O=C/C=C\C=O
**Kohn-Sham gap**: 9.50 eV

Need the Mulliken charges? In units of e they are: O -0.46; C -0.03; C -0.10; C -0.18; C -0.09; O -0.43; H 0.27; H 0.37; H 0.36; H 0.31



Question: which arrangement is favored energetically? Ranking from most to least stable: b, a.



a | The following is a DFT calculation (ωB97M-V/def2-TZVPD) of a 2-piece molecular cluster, C4H4O2 overall.

Structure (ORCA input):
```
! RIJCOSX wB97M-V def2-TZVPD def2/J DEFGRID3
* xyz 0 1
C 1.2248 0.0000 1.1939
C 1.3532 -0.2626 -0.0600
C 0.5378 -0.4247 -1.1362
O 0.4196 -0.8167 -2.2408
H 0.0251 0.2376 1.3366
H 1.9335 -0.0782 2.0187
C -1.2570 0.3006 -0.3243
O -1.3008 0.2680 0.9233
H -1.1799 1.2694 -0.8337
H -1.7562 -0.4935 -0.8774
*
```

Calculated values
**Structure (SMILES)**: C=C=C=O.C=O
**Kohn-Sham gap**: 8.94 eV

Need the Mulliken charges? In units of e they are: C -0.51; C -0.25; C 0.65; O -0.42; H 0.41; H 0.32; C -0.35; O -0.52; H 0.34; H 0.33



b | The following is a DFT calculation (ωB97M-V/def2-TZVPD) of a single C4H4O2 molecule.

Structure (ORCA input):
```
! RIJCOSX wB97M-V def2-TZVPD def2/J DEFGRID3
* xyz 0 1
C -0.8855 -1.4572 -1.1857
C 0.0298 -0.9680 -0.5758
C 1.0780 -0.3167 0.2235
O 0.7232 0.9557 0.7886
C -0.5244 1.4584 0.6407
O -0.8703 2.4741 1.1743
H -1.7191 -1.8597 -1.7214
H 1.9773 -0.1658 -0.3831
H 1.3584 -0.9760 1.0521
H -1.1673 0.8552 -0.0135
*
```

Calculated values
**Structure (SMILES)**: C#CCOC=O
**Kohn-Sham gap**: 11.16 eV

Need the Mulliken charges? In units of e they are: C 0.15; C -0.52; C -0.29; O -0.27; C 0.29; O -0.46; H 0.39; H 0.26; H 0.25; H 0.20



Question: which arrangement is favored energetically? Ranking from most to least stable: b, a.



a | The following is a DFT calculation (ωB97M-V/def2-TZVPD) of a single C4H4O2 molecule.

Structure (ORCA input):
```
! RIJCOSX wB97M-V def2-TZVPD def2/J DEFGRID3
* xyz 0 1
O -0.2339 2.2196 0.4854
C -0.1251 1.1045 0.0526
C -1.0614 -0.1250 0.1032
C 0.2442 -0.9305 0.0699
O 0.7497 -0.7205 -1.2294
C 1.0893 0.2512 -0.2419
H -1.6593 -0.3150 -0.7910
H -1.6809 -0.1365 1.0024
H 0.5367 -1.8136 0.6284
H 2.1406 0.4659 -0.0796
*
```

Calculated values
**Structure (SMILES)**: O=C1C[C@H]2O[C@@H]12
**Kohn-Sham gap**: 10.69 eV

Need the Mulliken charges? In units of e they are: O -0.54; C 0.42; C -0.63; C -0.06; O -0.38; C -0.17; H 0.25; H 0.28; H 0.42; H 0.42



b | The following is a DFT calculation (ωB97M-V/def2-TZVPD) of a single C4H4O2 molecule.

Structure (ORCA input):
```
! RIJCOSX wB97M-V def2-TZVPD def2/J DEFGRID3
* xyz 0 1
C 2.4006 0.0312 -0.0833
C 1.5059 0.9642 0.1374
C -0.4141 -0.3337 0.1498
C -1.8447 -0.6629 -0.0742
O 3.3695 -0.5900 -0.1656
O 0.1232 0.8056 -0.2264
H 1.6780 1.8502 0.5532
H -2.4390 0.0476 -0.7195
H -2.3398 -0.4380 0.8238
H -2.0397 -1.6743 -0.3952
*
```

Calculated values
**Kohn-Sham gap**: 8.17 eV

Need the Mulliken charges? In units of e they are: C 0.63; C -0.41; C -0.22; C -0.83; O -0.30; O -0.15; H 0.41; H 0.29; H 0.30; H 0.28



c | The following is a DFT calculation (ωB97M-V/def2-TZVPD) of a single C4H4O2 molecule.

Structure (ORCA input):
```
! RIJCOSX wB97M-V def2-TZVPD def2/J DEFGRID3
* xyz 0 1
O -0.4335 1.6727 -0.1487
C -0.1902 0.3689 -0.1437
C -1.3825 -0.4965 -0.1301
O -2.4904 0.0114 -0.1747
C 1.1013 -0.1688 -0.0562
C 2.3306 -0.3404 -0.3715
H -1.4075 1.7562 -0.0647
H 0.5371 -0.5417 0.9459
H -1.2148 -1.5854 -0.1083
H 3.1499 -0.6764 0.2519
*
```

Calculated values
**Kohn-Sham gap (alpha / beta)**: 6.98 / 7.66 eV

Need the Mulliken charges? In units of e they are: O -0.48; C 0.23; C 0.15; O -0.55; C -0.16; C -0.37; H 0.38; H 0.21; H 0.35; H 0.23



d | The following is a DFT calculation (ωB97M-V/def2-TZVPD) of a single C4H4O2 molecule.

Structure (ORCA input):
```
! RIJCOSX wB97M-V def2-TZVPD def2/J DEFGRID3
* xyz 0 1
C 2.1861 -0.5418 -0.3918
C 1.1352 -0.1243 0.0201
C -0.1688 0.3736 0.5019
O -0.4442 1.6807 0.1025
C -1.2384 -0.5822 -0.0255
O -2.1087 -0.1869 -0.7621
H 3.1219 -0.9020 -0.7605
H -0.1817 0.3141 1.6014
H -1.1421 1.6079 -0.5719
H -1.1593 -1.6392 0.2858
*
```

Calculated values
**Structure (SMILES)**: C#C[C@@H](O)C=O
**Kohn-Sham gap**: 11.04 eV

Need the Mulliken charges? In units of e they are: C 0.28; C -0.70; C 0.01; O -0.54; C 0.08; O -0.49; H 0.41; H 0.23; H 0.36; H 0.36



Question: which arrangement is favored energetically? Ranking from most to least stable: a, d, b, c.



a | The following is a DFT calculation (ωB97M-V/def2-TZVPD) of a single C4H4O2 molecule.

Structure (ORCA input):
```
! RIJCOSX wB97M-V def2-TZVPD def2/J DEFGRID3
* xyz 0 1
O -0.2287 2.2176 0.5052
C -0.1250 1.1052 0.0663
C -1.0606 -0.1259 0.1113
C 0.2423 -0.9326 0.0535
O 0.7441 -0.7057 -1.2449
C 1.0858 0.2531 -0.2460
H -1.6733 -0.2989 -0.7762
H -1.6666 -0.1512 1.0198
H 0.5379 -1.8191 0.6042
H 2.1369 0.4633 -0.0828
*
```

Calculated values
**Structure (SMILES)**: O=C1C[C@H]2O[C@@H]12
**Kohn-Sham gap**: 10.69 eV

Need the Mulliken charges? In units of e they are: O -0.54; C 0.41; C -0.62; C -0.06; O -0.38; C -0.17; H 0.25; H 0.28; H 0.42; H 0.42



b | The following is a DFT calculation (ωB97M-V/def2-TZVPD) of a single C4H4O2 molecule.

Structure (ORCA input):
```
! RIJCOSX wB97M-V def2-TZVPD def2/J DEFGRID3
* xyz 0 1
C 2.4247 -0.2037 -0.3158
C 1.1872 -0.0726 -0.1639
C -0.2053 0.3530 0.3405
O -0.7071 1.5491 -0.2499
C -1.1842 -0.6948 0.0288
O -2.2815 -0.4966 -0.4608
H 3.3654 -0.4246 -0.7001
H -0.0664 0.4183 1.4153
H -1.7311 1.2495 -0.3554
H -0.8018 -1.6777 0.4613
*
```

Calculated values
**Structure (SMILES)**: C#C[C@@H](O)C=O
**Kohn-Sham gap**: 10.81 eV

Need the Mulliken charges? In units of e they are: C -0.10; C -0.56; C 0.23; O -0.55; C 0.15; O -0.51; H 0.45; H 0.22; H 0.38; H 0.28



Question: which arrangement is favored energetically? Ranking from most to least stable: a, b.



a | The following is a DFT calculation (ωB97M-V/def2-TZVPD) of a 2-piece molecular cluster, C12H17N overall.

Structure (ORCA input):
```
! RIJCOSX wB97M-V def2-TZVPD def2/J DEFGRID3
* xyz 0 1
C 2.3376 -1.5767 0.2745
C 1.1360 -1.0979 1.0473
C 0.8977 -1.1830 2.3782
N -0.4874 -1.1097 2.6004
C -1.1595 -1.0772 1.3966
C -2.5297 -1.0548 1.1589
C -2.8675 -0.9799 -0.2048
C -1.9776 -0.8787 -1.2496
C -0.6120 -0.7974 -0.9166
C -0.1710 -1.0098 0.3726
H 1.9939 -2.2165 -0.5331
H 2.9854 -2.1081 0.9503
H 2.7726 -0.6301 -0.1636
H 1.5702 -1.2162 3.2361
H -0.8557 -1.1806 3.5299
H -3.2879 -1.1369 1.9215
H -3.9094 -1.1052 -0.5102
H -2.3460 -1.1552 -2.2259
H 0.0309 -0.4712 -1.7419
C 2.4829 2.3946 -1.8612
C 1.0901 2.8171 -1.3713
C 0.3001 3.6358 -2.3193
H 3.2357 2.4499 -1.0707
H 2.4021 1.3672 -2.2022
H 2.8689 3.0675 -2.6046
H 1.1307 3.3067 -0.3899
H 0.5878 1.8690 -1.0793
H -0.6812 3.8744 -1.8921
H 0.2222 3.4940 -3.3935
H 0.6883 4.6844 -2.3817
*
```

Calculated values
**Structure (SMILES)**: Cc1c[nH]c2ccccc12.CCC
**Kohn-Sham gap**: 8.68 eV

Need the Mulliken charges? In units of e they are: C -1.15; C 0.19; C -0.58; N 0.00; C -0.12; C -1.17; C -0.05; C -1.08; C 0.05; C 1.06; H 0.31; H 0.37; H 0.19; H 0.40; H 0.18; H 0.38; H 0.32; H 0.37; H 0.34; C -1.09; C 0.38; C -1.37; H 0.27; H 0.24; H 0.40; H 0.28; H -0.18; H 0.34; H 0.36; H 0.35



b | The following is a DFT calculation (ωB97M-V/def2-TZVPD) of a 2-piece molecular cluster, C12H17N overall.

Structure (ORCA input):
```
! RIJCOSX wB97M-V def2-TZVPD def2/J DEFGRID3
* xyz 0 1
C 3.9104 0.4451 0.1070
C 3.2096 -0.7727 -0.3998
C 3.7167 -1.5553 -1.3134
N 2.7281 -2.4908 -1.8740
C 1.4919 -2.2020 -1.2200
C 0.1642 -2.6948 -1.3130
C -0.7479 -2.1185 -0.4194
C -0.4236 -1.1414 0.4432
C 0.8372 -0.5414 0.4189
C 1.8311 -1.1162 -0.3046
H 3.2367 1.3174 0.0940
H 4.8305 0.6853 -0.3353
H 4.1913 0.3507 1.1254
H 4.5335 -1.3865 -2.0723
H 2.9338 -3.4653 -2.2565
H 0.0292 -3.4816 -1.9568
H -1.8566 -2.3997 -0.4467
H -1.2868 -0.7017 0.9746
H 0.9605 0.4587 0.9544
C -1.9200 2.1922 1.2106
C -3.1890 2.5335 0.4020
C -4.2952 1.6194 0.8175
H -0.8916 2.4279 0.7274
H -1.7881 1.0768 1.5961
H -1.9602 2.6321 2.1939
H -3.5549 3.6515 0.6667
H -2.9373 2.4388 -0.6378
H -4.0071 0.5949 0.5076
H -4.4968 1.7496 1.8959
H -5.2496 1.8939 0.4142
*
```

Calculated values
**Structure (SMILES)**: Cc1c[nH]c2ccccc12.CCC
**Kohn-Sham gap**: 9.09 eV

Need the Mulliken charges? In units of e they are: C -1.41; C 0.62; C -0.54; N -0.19; C -0.50; C -0.91; C -0.38; C -0.45; C 0.05; C 0.99; H 0.30; H 0.39; H 0.34; H 0.29; H 0.26; H 0.48; H 0.25; H 0.17; H 0.22; C -0.76; C -0.17; C -1.11; H 0.23; H 0.07; H 0.37; H 0.20; H 0.29; H 0.26; H 0.28; H 0.36



Question: which arrangement is favored energetically? Ranking from most to least stable: a, b.



a | The following is a DFT calculation (ωB97M-V/def2-TZVPD) of a 3-piece molecular cluster, C2H7NO2 overall.

Structure (ORCA input):
```
! RIJCOSX wB97M-V def2-TZVPD def2/J DEFGRID3
* xyz 0 1
C -2.0289 0.3356 -1.1119
N -2.4610 -0.4190 -0.3435
H -2.1681 1.0607 -1.8825
C 1.8807 0.5588 0.0307
O 0.6782 -0.0183 -0.3955
H 2.2189 -0.0276 0.8884
H 1.7863 1.6025 0.3434
H 2.6374 0.5126 -0.7607
H 0.0274 0.5743 -1.0636
O -0.5000 -1.3206 1.5986
H -1.0562 -2.1036 1.7017
H -1.0144 -0.7552 0.9949
*
```

Calculated values
**Structure (SMILES)**: C#N.CO.O
**Kohn-Sham gap**: 10.34 eV

Need the Mulliken charges? In units of e they are: C 0.06; N -0.42; H 0.36; C -0.55; O -0.46; H 0.23; H 0.27; H 0.24; H 0.23; O -0.64; H 0.28; H 0.40



b | The following is a DFT calculation (ωB97M-V/def2-TZVPD) of a 2-piece molecular cluster, C2H7NO2 overall.

Structure (ORCA input):
```
! RIJCOSX wB97M-V def2-TZVPD def2/J DEFGRID3
* xyz 0 1
N -1.4809 0.0142 1.0015
C -1.4017 0.3275 -0.3132
O -2.0830 1.2099 -0.8671
H -2.2748 0.5236 1.5349
H -0.8499 -0.6440 1.5593
H -0.6799 -0.2977 -1.0818
C 2.6989 -0.3132 -0.3400
O 1.5429 -0.9737 0.2926
H 2.8137 -0.7818 -1.4277
H 2.4831 0.6754 -0.5380
H 3.7687 -0.4235 0.2050
H 1.6437 -1.1269 1.2523
*
```

Calculated values
**Structure (SMILES)**: NC=O.CO
**Kohn-Sham gap**: 10.09 eV

Need the Mulliken charges? In units of e they are: N -0.34; C 0.21; O -0.58; H 0.25; H 0.23; H 0.23; C -0.53; O -0.48; H 0.20; H 0.28; H 0.25; H 0.29



Question: which arrangement is favored energetically? Ranking from most to least stable: b, a.